The following is a DFT calculation (ωB97M-V/def2-TZVPD) of C22H47BNO17PS5 as an isolated structure.

Calculated values
- HOMO (eV) = -9.01
- HOMO-LUMO gap (eV) = 9.19

Cartesian coordinates (Å):
N1 -0.712 1.724 2.066
C1 -1.071 3.139 2.029
C2 0.131 4.121 1.918
C3 1.451 3.424 1.605
C4 2.387 4.106 0.588
P1 1.576 4.954 -0.829
O1 2.499 5.226 -1.941
O2 0.334 4.026 -1.290
O3 0.946 6.315 -0.250
O4 3.182 5.169 1.171
S1 4.702 4.663 1.354
O5 4.817 3.958 2.597
O6 5.660 5.696 1.132
O7 4.667 3.693 0.090
C5 3.383 2.995 0.178
C6 3.128 2.256 -1.120
B1 2.105 1.051 -0.960
O8 1.048 0.974 -1.861
O9 2.186 0.103 0.060
H1 -0.493 1.392 2.992
H2 -1.388 1.127 1.617
H3 -1.616 3.394 2.942
H4 -1.761 3.322 1.209
H5 -0.128 4.891 1.196
H6 0.232 4.660 2.860
H7 2.049 3.343 2.515
H8 1.282 2.415 1.234
H9 0.621 3.600 -2.113
H10 -0.018 6.321 -0.306
H11 3.492 2.273 0.989
H12 2.807 2.902 -1.931
H13 4.087 1.837 -1.430
H14 0.205 0.903 -1.399
H15 1.698 0.345 0.856
C7 -4.234 -2.900 -0.008
C8 -3.130 -2.976 -1.073
C9 -1.962 -2.109 -0.586
S2 -2.047 -2.131 1.209
O10 -2.327 -0.792 1.677
O11 -0.929 -2.872 1.742
C10 -3.531 -3.110 1.327
H16 -5.004 -3.652 -0.172
H17 -4.711 -1.917 -0.031
H18 -2.799 -4.010 -1.180
H19 -3.485 -2.641 -2.047
H20 -0.995 -2.502 -0.892
H21 -2.060 -1.073 -0.907
H22 -4.111 -2.784 2.188
H23 -3.215 -4.144 1.442
C11 4.189 -3.937 -2.169
C12 5.494 -3.396 -1.567
C13 5.921 -2.186 -2.408
S3 4.408 -1.494 -3.083
O12 4.431 -1.630 -4.516
O13 4.144 -0.217 -2.462
C14 3.301 -2.718 -2.398
H24 3.709 -4.660 -1.512
H25 4.396 -4.431 -3.120
H26 5.315 -3.083 -0.536
H27 6.276 -4.154 -1.548
H28 6.421 -1.423 -1.818
H29 6.549 -2.474 -3.249
H30 2.485 -2.890 -3.097
H31 2.914 -2.321 -1.459
C15 -0.785 -7.983 3.022
C16 -1.040 -9.164 2.075
C17 -2.103 -8.718 1.062
S4 -1.920 -6.937 0.910
O14 -3.119 -6.305 1.412
O15 -1.413 -6.604 -0.397
C18 -0.627 -6.757 2.129
H32 0.099 -8.141 3.638
H33 -1.639 -7.850 3.689
H34 -0.117 -9.419 1.552
H35 -1.366 -10.052 2.615
H36 -1.963 -9.165 0.081
H37 -3.112 -8.914 1.418
H38 -0.754 -5.808 2.646
H39 0.324 -6.767 1.597
C19 -4.268 7.093 -1.351
C20 -3.882 5.852 -2.167
C21 -3.108 4.911 -1.234
S5 -3.718 5.247 0.425
O16 -2.641 5.809 1.204
O17 -4.474 4.116 0.898
C22 -4.832 6.568 -0.034
H40 -4.993 7.713 -1.874
H41 -3.382 7.703 -1.159
H42 -4.787 5.355 -2.523
H43 -3.286 6.111 -3.041
H44 -3.280 3.863 -1.462
H45 -2.039 5.117 -1.243
H46 -4.856 7.307 0.763
H47 -5.820 6.128 -0.170

The following is a DFT calculation (ωB97M-V/def2-TZVPD) of a 8-piece molecular cluster, C22H47Cl4N5O8 overall.

Calculated values
- HOMO (eV) = -9.67
- ΔE to the lowest compared entry with this formula, charge and spin (eV) = 0.461
- structure (SMILES) = O=C1OCCO1.CNC(C)=O.CNC(C)=O.CNC(C)=O.CNC(C)=O.CNC(C)=O.ClCCCl.ClCCCl
- HOMO-LUMO gap (eV) = 9.82

Cartesian coordinates (Å):
O1 -0.315 -5.887 -3.609
C1 -1.088 -5.155 -3.059
O2 -1.653 -4.083 -3.587
C2 -2.628 -3.512 -2.716
C3 -2.401 -4.295 -1.381
O3 -1.587 -5.375 -1.834
H1 -2.400 -2.453 -2.635
H2 -3.599 -3.731 -3.163
H3 -3.345 -4.681 -1.009
H4 -1.750 -3.770 -0.682
C4 0.439 -3.048 2.492
N1 0.102 -4.323 3.101
C5 -0.735 -5.221 2.531
C6 -0.870 -6.573 3.229
O4 -1.310 -5.013 1.476
H5 0.741 -3.122 1.448
H6 1.049 -2.380 3.093
H7 -0.508 -2.485 2.474
H8 0.760 -4.607 3.806
H9 0.038 -7.052 3.588
H10 -1.306 -7.176 2.432
H11 -1.605 -6.561 4.034
C7 -0.333 4.419 -1.100
N2 -1.506 3.853 -0.431
C8 -2.661 4.556 -0.506
C9 -3.844 3.929 0.230
O5 -2.774 5.583 -1.150
H12 -0.421 4.330 -2.180
H13 0.573 3.865 -0.846
H14 -0.225 5.425 -0.705
H15 -1.499 3.034 0.156
H16 -3.594 2.966 0.664
H17 -4.641 3.814 -0.509
H18 -4.268 4.690 0.884
C10 1.456 3.485 1.904
N3 2.696 2.747 1.731
C11 3.643 2.625 2.690
C12 3.446 3.362 4.013
O6 4.661 1.968 2.490
H19 0.655 3.151 1.245
H20 1.594 4.490 1.489
H21 1.025 3.519 2.897
H22 2.924 2.180 0.920
H23 4.334 3.250 4.623
H24 2.545 2.958 4.484
H25 3.189 4.422 3.942
C13 -6.988 -2.794 -1.922
N4 -6.004 -1.706 -1.825
C14 -5.604 -1.243 -0.612
C15 -4.313 -0.462 -0.539
O7 -6.261 -1.435 0.394
H26 -7.713 -2.650 -2.720
H27 -7.518 -2.893 -0.982
H28 -6.395 -3.679 -2.155
H29 -5.559 -1.426 -2.680
H30 -3.838 -0.334 -1.511
H31 -3.568 -0.747 0.196
H32 -4.623 0.550 -0.257
C16 2.125 2.484 -3.429
N5 3.269 3.068 -2.770
C17 3.631 2.857 -1.497
C18 4.853 3.652 -1.066
O8 3.147 1.986 -0.778
H33 2.199 1.407 -3.267
H34 2.041 2.756 -4.476
H35 1.136 2.733 -3.030
H36 3.774 3.795 -3.244
H37 5.808 3.126 -1.068
H38 4.712 3.943 -0.023
H39 4.974 4.534 -1.694
Cl1 6.645 -2.611 0.565
C19 5.843 -1.283 1.459
C20 4.870 -0.538 0.582
Cl2 3.354 -1.463 0.361
H40 6.648 -0.680 1.866
H41 5.235 -1.651 2.285
H42 5.216 -0.193 -0.393
H43 4.593 0.433 1.004
Cl3 -1.200 -0.398 -1.857
C21 0.245 0.480 -1.188
C22 0.400 0.162 0.263
Cl4 -0.976 0.834 1.195
H44 -0.044 1.510 -1.389
H45 1.057 0.212 -1.855
H46 1.377 0.457 0.649
H47 0.446 -0.913 0.444

The following is a DFT calculation (ωB97M-V/def2-TZVPD) of C22H47ClN2O17P4S as an isolated structure.

Calculated values
- HOMO (eV) = -8.38
- HOMO-LUMO gap (eV) = 5.44

Cartesian coordinates (Å):
C1 4.256 -0.695 -5.236
C2 3.339 0.622 -5.347
C3 2.316 0.742 -4.146
Cl1 2.154 2.508 -3.695
C4 0.904 0.128 -4.420
C5 -0.320 0.924 -4.615
C6 -1.706 0.297 -4.840
C7 -2.994 1.193 -4.998
C8 -1.901 -1.163 -4.894
O1 -3.172 -1.749 -5.074
C9 -0.663 -2.026 -4.705
N1 -0.695 -3.404 -4.716
S1 0.883 -3.870 -4.417
N2 1.641 -2.377 -4.308
C10 0.699 -1.381 -4.478
H1 4.271 -1.238 -6.219
H2 5.322 -0.390 -5.023
H3 3.905 -1.365 -4.404
H4 4.064 1.489 -5.234
H5 2.873 0.745 -6.361
H6 2.763 0.218 -3.259
H7 -0.271 2.040 -4.603
H8 -3.173 1.546 -6.047
H9 -3.883 0.561 -4.696
H10 -2.934 2.019 -4.234
H11 -3.502 -1.904 -4.167
C11 7.311 3.566 2.325
O2 6.256 3.962 1.439
P1 6.086 2.986 0.040
O3 5.336 4.071 -0.697
O4 5.073 1.969 0.830
C12 3.917 2.495 1.468
O5 6.152 1.900 -1.257
C13 5.070 1.890 -2.176
H12 7.309 4.233 3.187
H13 7.156 2.539 2.668
H14 8.274 3.646 1.817
H15 3.565 3.410 0.989
H16 4.137 2.689 2.519
H17 3.130 1.744 1.411
H18 5.177 2.709 -2.887
H19 4.109 1.954 -1.665
H20 5.110 0.948 -2.729
C14 -0.329 -5.154 3.250
O6 -1.317 -4.590 2.375
P2 -0.773 -4.284 0.780
O7 -1.885 -3.290 0.529
O8 -1.189 -5.798 0.310
C15 -2.517 -6.254 0.527
O9 0.018 -4.050 -0.701
C16 -0.771 -3.731 -1.839
H21 -0.785 -5.332 4.223
H22 0.038 -6.103 2.849
H23 0.501 -4.456 3.371
H24 -3.234 -5.431 0.542
H25 -2.565 -6.803 1.469
H26 -2.777 -6.933 -0.284
H27 -1.023 -2.670 -1.833
H28 -1.679 -4.336 -1.881
H29 -0.168 -3.939 -2.735
C17 -7.568 4.600 -1.526
O10 -6.172 4.437 -1.810
P3 -5.462 5.717 -2.707
O11 -4.324 4.807 -3.132
O12 -5.111 6.512 -1.317
C18 -4.406 5.835 -0.286
O13 -4.887 7.056 -3.578
C19 -3.484 7.206 -3.730
H30 -7.903 3.750 -0.933
H31 -7.737 5.520 -0.959
H32 -8.137 4.630 -2.457
H33 -3.767 5.042 -0.678
H34 -5.117 5.417 0.429
H35 -3.783 6.564 0.232
H36 -3.124 6.561 -4.532
H37 -2.955 6.987 -2.801
H38 -3.290 8.243 -4.008
C20 -2.271 -4.641 8.964
O14 -0.924 -4.716 8.479
P4 -0.412 -3.363 7.554
O15 0.691 -4.206 6.942
O16 0.095 -2.599 8.912
C21 0.962 -3.276 9.811
O17 -0.005 -1.989 6.642
C22 1.359 -1.783 6.309
H39 -2.477 -5.532 9.557
H40 -2.402 -3.756 9.594
H41 -2.968 -4.605 8.125
H42 1.572 -4.026 9.305
H43 0.375 -3.749 10.599
H44 1.621 -2.537 10.266
H45 1.632 -2.401 5.453
H46 2.014 -1.996 7.155
H47 1.476 -0.735 6.029

The following is a DFT calculation (ωB97M-V/def2-TZVPD) of a 5-piece molecular cluster, C22H47ClO9PS4 overall.

Calculated values
- HOMO (eV) = -11.34
- HOMO-LUMO gap (eV) = 7.91
- total charge = +1

Cartesian coordinates (Å):
C1 -7.452 -6.274 -0.386
C2 -8.005 -5.341 0.709
C3 -7.482 -3.871 0.669
P1 -5.794 -3.627 0.004
Cl1 -4.550 -3.366 1.592
C4 -5.850 -2.103 -1.089
O1 -4.669 -1.393 -1.170
C5 -3.577 -2.147 -1.749
C6 -2.375 -2.084 -0.759
H1 -6.410 -6.548 -0.179
H2 -8.022 -7.211 -0.320
H3 -7.597 -5.903 -1.409
H4 -7.848 -5.773 1.703
H5 -9.092 -5.285 0.560
H6 -7.500 -3.393 1.658
H7 -8.165 -3.284 0.035
H8 -5.319 -4.690 -0.781
H9 -6.594 -1.440 -0.615
H10 -6.257 -2.436 -2.064
H11 -3.841 -3.182 -2.021
H12 -3.287 -1.629 -2.671
H13 -2.728 -1.674 0.190
H14 -1.968 -3.082 -0.548
H15 -1.623 -1.399 -1.148
C7 1.475 -1.764 4.086
C8 0.089 -2.418 4.024
C9 -0.842 -1.447 3.289
S1 0.204 -0.494 2.180
O2 0.188 0.883 2.606
O3 -0.083 -0.867 0.815
C10 1.748 -1.234 2.683
H16 2.242 -2.471 4.401
H17 1.463 -0.938 4.801
H18 0.155 -3.357 3.470
H19 -0.292 -2.651 5.018
H20 -1.597 -1.972 2.705
H21 -1.322 -0.752 3.977
H22 2.544 -0.490 2.653
H23 1.967 -2.048 1.991
C11 4.688 0.911 -0.438
C12 6.173 1.292 -0.423
C13 6.713 0.976 0.976
S2 5.710 -0.367 1.613
O4 4.954 0.113 2.750
O5 6.500 -1.571 1.678
C14 4.608 -0.470 0.205
H24 4.282 0.904 -1.450
H25 4.115 1.631 0.152
H26 6.709 0.699 -1.166
H27 6.322 2.340 -0.671
H28 7.753 0.660 0.946
H29 6.602 1.825 1.650
H30 3.606 -0.734 0.539
H31 4.995 -1.240 -0.463
C15 6.074 4.878 -4.688
C16 7.559 5.260 -4.677
C17 8.103 4.946 -3.278
S3 7.099 3.603 -2.640
O6 6.351 4.094 -1.507
O7 7.893 2.403 -2.577
C18 5.995 3.498 -4.042
H32 5.665 4.870 -5.697
H33 5.503 5.600 -4.098
H34 8.092 4.665 -5.421
H35 7.708 6.309 -4.929
H36 9.143 4.629 -3.310
H37 7.993 5.795 -2.605
H38 4.994 3.236 -3.704
H39 6.381 2.728 -4.710
C19 -4.110 3.662 1.054
C20 -3.451 2.662 2.013
C21 -4.014 1.275 1.685
S4 -4.460 1.312 -0.054
O8 -5.897 1.168 -0.167
O9 -3.562 0.468 -0.792
C22 -4.031 3.024 -0.329
H40 -3.614 4.631 1.076
H41 -5.155 3.812 1.337
H42 -2.369 2.666 1.858
H43 -3.631 2.923 3.055
H44 -3.276 0.490 1.847
H45 -4.916 1.063 2.258
H46 -4.719 3.464 -1.049
H47 -3.013 3.051 -0.717

The following is a DFT calculation (ωB97M-V/def2-TZVPD) of C22H47CoNO4Si2 as an isolated structure.

Calculated values
- HOMO (spin up / spin down) (eV) = -12.10 / -12.11
- ΔE to the lowest compared entry with this formula, charge and spin (eV) = 1.271
- multiplicity = 5
- HOMO-LUMO gap (spin up / spin down) (eV) = 8.34 / 6.00
- total charge = +1

Cartesian coordinates (Å):
O1 -1.465 -2.450 -1.216
O2 -2.338 -0.252 -2.470
C1 -0.119 -2.909 -1.228
C2 0.214 -4.042 -0.277
H1 0.544 -2.057 -1.019
H2 0.067 -3.204 -2.268
H3 0.468 -3.662 0.719
H4 1.093 -4.564 -0.661
H5 -0.597 -4.771 -0.189
C3 -2.073 -2.297 0.081
C4 -3.505 -2.728 -0.038
H6 -2.002 -1.238 0.374
H7 -1.535 -2.880 0.846
H8 -4.042 -2.110 -0.762
H9 -4.001 -2.615 0.929
H10 -3.570 -3.776 -0.352
C5 -3.426 0.690 -2.513
C6 -2.190 -1.060 -3.661
C7 -4.467 0.387 -1.464
H11 -3.894 0.674 -3.512
H12 -2.999 1.687 -2.342
H13 -5.020 -0.529 -1.705
H14 -5.190 1.206 -1.436
H15 -4.029 0.296 -0.463
C8 -3.249 -2.120 -3.743
H16 -1.190 -1.506 -3.593
H17 -2.219 -0.407 -4.553
H18 -3.132 -2.816 -2.908
H19 -3.130 -2.680 -4.671
H20 -4.253 -1.685 -3.727
H21 -1.133 -0.296 -1.325
Co1 1.009 1.165 1.205
C9 -0.377 0.414 -0.746
Si1 0.565 1.445 -2.036
H22 -1.015 1.025 -0.093
H23 0.258 -0.311 -0.207
C10 1.622 0.191 -2.954
C11 1.655 2.846 -1.403
C12 -0.549 2.376 -3.236
C13 2.802 0.439 0.884
Si2 3.940 1.452 2.006
H24 3.104 0.505 -0.177
H25 2.838 -0.635 1.147
C14 4.626 2.841 0.942
C15 5.346 0.403 2.676
C16 3.033 2.199 3.476
H26 0.062 3.079 -3.821
H27 -1.299 2.969 -2.696
H28 -1.074 1.718 -3.939
H29 2.529 -0.046 -2.381
H30 1.928 0.599 -3.928
H31 1.078 -0.747 -3.132
H32 2.517 2.529 -0.804
H33 1.058 3.554 -0.811
H34 2.041 3.382 -2.284
H35 5.637 -0.374 1.957
H36 5.061 -0.090 3.615
H37 6.226 1.029 2.877
H38 2.594 1.422 4.118
H39 2.232 2.895 3.183
H40 3.753 2.762 4.089
H41 5.579 3.191 1.361
H42 3.934 3.693 0.904
H43 4.811 2.495 -0.083
O3 -1.818 3.075 3.157
C17 -0.938 2.329 2.744
O4 -0.167 2.547 1.683
C18 -0.625 1.032 3.405
C19 -1.142 0.578 4.614
C20 -0.708 -0.647 5.120
C21 0.210 -1.401 4.376
C22 0.695 -0.908 3.167
N1 0.281 0.295 2.688
H44 -1.862 1.217 5.114
H45 -1.088 -1.017 6.073
H46 0.584 -2.359 4.736
H47 1.435 -1.443 2.566

no.,electronic energy (hartree),maximum force (Eh/bohr)
1,-4557.60510,0.031
2,-3583.00299,0.045
3,-4478.44548,0.192
4,-3937.59548,0.058
5,-3183.64932,0.071